[1]
7 unconnected molecules or ions with the total composition C56H73F7NO6P2 at a distorted geometry. Source: the Open Molecules 2025 dataset; level of theory: the ωB97M-V functional and the def2-TZVPD basis.

Properties
largest force on an atom: 3.1 eV/A
M: 1051.14 g mol⁻¹
LUMO: 1.8 eV
net charge: -1
DFT total energy: -4065.5278 hartree
HOMO: -3.57 eV
ΔE to the lowest compared entry with this formula, charge and spin: 0.000 eV

Element x y z (Å)
C: -5.4646 1.9343 -2.2600
C: -4.7158 1.9680 -1.1367
C: -3.3379 1.4411 -0.9863
P: -2.6753 0.2227 0.3957
C: -2.4167 1.7694 1.5599
O: -3.5892 2.5867 1.6635
C: -3.3597 3.9147 1.9831
O: -4.3178 4.7176 1.3493
C: -5.5626 4.7361 2.0028
C: -6.7052 4.5327 1.0306
O: -6.4798 5.2433 -0.1825
C: -1.8061 -0.8125 1.8580
C: -1.5622 -2.2778 1.8006
O: -2.2397 -3.1103 2.4082
F: -0.5114 -2.7712 1.0873
C: -4.3511 -0.2101 1.2149
C: -5.6968 -0.4252 0.4838
C: -6.6907 0.6718 0.9755
C: -6.3901 -1.7515 0.9092
O: -1.1069 0.6710 -0.3277
C: 0.0451 -0.0808 -0.4686
C: 0.3777 -0.5202 -1.9211
C: 0.9325 -1.9436 -1.9633
C: 1.2902 0.5164 -2.5874
C: 1.7445 0.1822 -4.0068
C: 0.6527 -0.4460 -4.8714
C: 2.3276 1.4000 -4.7126
P: -2.6641 -1.5913 -1.0208
N: -3.7542 -2.8076 -0.4162
O: -3.4289 -1.1685 -2.4411
H: -6.1566 2.7513 -2.4231
H: -5.3951 1.1521 -3.0039
H: -5.1686 2.4861 -0.3024
H: -2.9298 1.1985 -1.9643
H: -2.7537 2.3392 -0.7789
H: -2.0931 1.4889 2.5706
H: -1.5999 2.3745 1.1680
H: -3.4391 4.0384 3.0723
H: -2.3943 4.2774 1.6315
H: -5.6282 3.9665 2.7721
H: -5.7013 5.6962 2.5085
H: -6.8466 3.4785 0.8007
H: -7.6375 4.8764 1.4811
H: -6.5411 4.6090 -0.8930
H: -2.3858 -0.6745 2.7598
H: -0.8478 -0.3450 2.0958
H: -4.5431 0.3839 2.1090
H: -4.1783 -1.1906 1.6615
H: -5.6820 -0.4596 -0.6005
H: -7.3181 0.9975 0.1463
H: -6.1527 1.5462 1.3342
H: -7.2780 0.3125 1.8128
H: -6.2112 -2.5586 0.2097
H: -6.0945 -2.0391 1.9145
H: -7.4707 -1.6164 0.9381
H: 0.8864 0.5943 -0.2280
H: 0.2520 -0.9297 0.1797
H: -0.5565 -0.4953 -2.4790
H: 0.1518 -2.6338 -2.2715
H: 1.7668 -2.0642 -2.6460
H: 1.2867 -2.2983 -0.9963
H: 0.7597 1.4690 -2.5709
H: 2.1825 0.6155 -1.9632
H: 2.5377 -0.5611 -3.9213
H: 0.4462 -1.4664 -4.5693
H: -0.2730 0.1252 -4.8474
H: 0.9875 -0.4752 -5.9076
H: 1.5719 2.1720 -4.8367
H: 2.6412 1.0838 -5.7092
H: 3.2065 1.7855 -4.2025
H: -4.4135 -3.1010 -1.1250
H: -3.2327 -3.6412 -0.1776
H: -4.2811 -0.7486 -2.2814
F: 4.0537 -2.9302 -2.2154
C: 4.4375 -3.8567 -1.3195
C: 5.4814 -3.5705 -0.4625
C: 5.8709 -4.5270 0.4639
C: 5.2196 -5.7515 0.5153
C: 4.1743 -6.0188 -0.3579
C: 3.7731 -5.0653 -1.2820
H: 5.9774 -2.6110 -0.5243
H: 6.6773 -4.3129 1.1440
H: 5.5274 -6.4962 1.2370
H: 3.6669 -6.9733 -0.3198
H: 2.9544 -5.2489 -1.9647
F: 0.1406 3.3611 -5.7985
C: -0.5398 2.8776 -6.8588
C: -1.8749 3.1953 -6.9945
C: -2.5733 2.7031 -8.0860
C: -1.9330 1.8963 -9.0168
C: -0.5893 1.5857 -8.8576
C: 0.1195 2.0819 -7.7733
H: -2.3584 3.8174 -6.2536
H: -3.6194 2.9494 -8.2075
H: -2.4817 1.5091 -9.8651
H: -0.0898 0.9531 -9.5790
H: 1.1679 1.8574 -7.6333
F: -5.6244 -3.1519 4.6912
C: -4.6852 -2.7753 5.5800
C: -5.0099 -2.7617 6.9227
C: -4.0437 -2.3779 7.8417
C: -2.7786 -2.0079 7.4084
C: -2.4778 -2.0259 6.0521
C: -3.4321 -2.4164 5.1246
H: -6.0051 -3.0473 7.2377
H: -4.2806 -2.3678 8.8976
H: -2.0280 -1.7053 8.1272
H: -1.4931 -1.7339 5.7109
H: -3.2064 -2.4432 4.0648
F: -4.0196 5.5025 -5.5154
C: -3.5004 6.7440 -5.5645
C: -4.3265 7.8018 -5.8861
C: -3.7894 9.0799 -5.9311
C: -2.4423 9.2815 -5.6646
C: -1.6292 8.2020 -5.3475
C: -2.1592 6.9221 -5.2918
H: -5.3723 7.6216 -6.0957
H: -4.4255 9.9202 -6.1743
H: -2.0270 10.2797 -5.7036
H: -0.5785 8.3551 -5.1427
H: -1.5421 6.0699 -5.0382
F: 8.2313 -5.9217 1.4249
C: 9.2605 -5.6766 2.2597
C: 9.0123 -5.5711 3.6133
C: 10.0730 -5.3197 4.4711
C: 11.3574 -5.1701 3.9638
C: 11.5832 -5.2765 2.5980
C: 10.5293 -5.5362 1.7348
H: 8.0023 -5.6834 3.9849
H: 9.8979 -5.2410 5.5307
H: 12.1830 -4.9704 4.6348
H: 12.5826 -5.1563 2.2020
H: 10.6828 -5.6296 0.6681
F: 9.1980 -4.2050 7.3186
C: 9.2790 -2.8608 7.4410
C: 10.1481 -2.1663 6.6248
C: 10.2226 -0.7872 6.7511
C: 9.4402 -0.1283 7.6891
C: 8.5762 -0.8492 8.5013
C: 8.4880 -2.2277 8.3767
H: 10.7523 -2.6997 5.9030
H: 10.8927 -0.2264 6.1140
H: 9.5032 0.9471 7.7857
H: 7.9675 -0.3379 9.2344
H: 7.8150 -2.8079 8.9935


[2]
9 unconnected molecules or ions with the total composition C56H88O19 at a distorted geometry. Source: the Open Molecules 2025 dataset; level of theory: the ωB97M-V functional and the def2-TZVPD basis.

Properties
largest force on an atom: 4.6 eV/A
M: 1065.30 g mol⁻¹
LUMO: 0.6 eV
SMILES: CCCCCCCCCCC[C@H](COc1cc(C)ccc1C(C)C)OC=O.O=C1CCCO1.O=C1CCCO1.O=C1CCCO1.O=C1CCCO1.O=C1CCCO1.O=C1CCCO1.O=C1CCCO1.O=C1CCCO1
DFT total energy: -3615.9449 hartree
HOMO: -7.80 eV
ΔE to the lowest compared entry with this formula, charge and spin: 8.706 eV

Element x y z (Å)
C: 6.0479 -0.6052 -0.6197
C: 4.5686 -0.6925 0.0844
C: 4.1598 -2.2614 0.1380
C: 3.5315 -2.6375 -1.3205
C: 2.0283 -3.1880 -1.0913
C: 1.4050 -3.8973 -2.4183
C: -0.1038 -3.3059 -2.6094
C: -1.2121 -4.1401 -1.8106
C: -2.7196 -3.6437 -2.1175
C: -3.6902 -3.6944 -0.8418
C: -3.7706 -2.3255 -0.0095
C: -4.2050 -1.0415 -0.8669
C: -3.0098 -0.0372 -1.2355
O: -1.6979 -0.6621 -1.3281
C: -0.8071 0.0728 -0.4480
C: -0.4101 -0.6861 0.8686
C: 0.5027 -0.0561 1.9727
C: 0.7898 -0.9260 3.2760
C: 1.0123 1.3862 1.7028
C: 0.6560 2.1345 0.3665
C: -0.2635 1.4926 -0.7413
C: -0.6362 2.2545 -2.1018
C: -1.6700 3.4712 -1.9160
C: 0.7105 2.8040 -2.8164
O: -5.1312 -0.2650 -0.0084
C: -6.4675 -0.7202 -0.1789
O: -7.2821 -0.0322 -0.8323
H: 5.9859 0.1020 -1.5319
H: 6.2990 -1.6701 -0.9768
H: 6.7546 -0.2253 0.1926
H: 3.8104 -0.1056 -0.5471
H: 4.5922 -0.2068 1.1248
H: 3.4245 -2.4304 0.9957
H: 5.0821 -2.9349 0.3123
H: 4.2014 -3.3731 -1.8850
H: 3.4451 -1.6972 -1.9831
H: 1.4072 -2.2825 -0.7490
H: 2.0839 -3.9172 -0.2107
H: 2.0413 -3.5242 -3.2948
H: 1.4082 -5.0367 -2.3643
H: -0.4054 -3.3257 -3.7299
H: -0.0361 -2.2029 -2.3257
H: -1.1256 -5.2578 -2.0985
H: -1.0280 -4.1208 -0.6655
H: -3.1464 -4.4071 -2.8762
H: -2.7826 -2.6188 -2.6141
H: -4.7557 -4.0373 -1.0695
H: -3.2419 -4.4864 -0.1227
H: -2.7927 -2.2150 0.5662
H: -4.5970 -2.4772 0.7887
H: -4.7628 -1.3816 -1.8073
H: -2.9862 0.8383 -0.4978
H: -3.2266 0.4221 -2.2775
H: -0.7898 -1.7425 1.0512
H: 0.2738 -1.9508 3.1125
H: 0.2984 -0.5047 4.2347
H: 1.9009 -1.1746 3.4427
H: 1.6582 1.8976 2.5060
H: 1.0872 3.1932 0.2315
H: -1.1039 1.5021 -2.8226
H: -1.5986 4.1136 -2.8752
H: -2.7630 3.1103 -1.8676
H: -1.4129 4.1737 -1.0506
H: 0.5887 3.8570 -3.2602
H: 1.0076 2.1102 -3.6986
H: 1.5941 2.8323 -2.0855
H: -6.7330 -1.7231 0.3334
O: 5.8811 -3.4120 3.1881
C: 5.8456 -4.5945 2.9597
C: 6.9085 -5.5929 3.3279
C: 6.5340 -6.7853 2.4755
C: 5.0368 -6.6340 2.3427
O: 4.7973 -5.2224 2.3591
H: 6.8340 -5.8156 4.3923
H: 7.9016 -5.2185 3.0809
H: 6.8338 -7.7428 2.9051
H: 7.0047 -6.6951 1.4911
H: 4.4972 -7.0891 3.1788
H: 4.6642 -7.0588 1.4087
O: 1.5083 4.2596 4.2214
C: 0.3274 4.2982 3.9707
C: -0.5273 5.5359 3.9514
C: -1.9237 4.9582 3.9767
C: -1.7406 3.6293 3.2861
O: -0.4102 3.2118 3.6204
H: -0.3329 6.0890 3.0301
H: -0.3347 6.1600 4.8245
H: -2.6689 5.5939 3.4960
H: -2.2351 4.7979 5.0126
H: -1.8171 3.7115 2.1974
H: -2.4588 2.8848 3.6353
O: -5.0429 -3.0503 -3.7951
C: -6.2216 -3.0476 -4.0642
C: -7.1120 -1.8346 -4.0751
C: -8.4928 -2.4543 -4.0793
C: -8.2586 -3.7671 -4.7896
O: -6.9222 -4.1498 -4.4439
H: -6.9205 -1.2601 -4.9847
H: -6.9501 -1.2198 -3.1892
H: -9.2509 -1.8340 -4.5601
H: -8.8139 -2.6416 -3.0496
H: -8.3227 -3.6686 -5.8774
H: -8.9576 -4.5391 -4.4631
O: 1.3709 2.4446 -5.7202
C: 2.2043 3.2333 -6.0847
C: 3.4035 2.9141 -6.9350
C: 4.2665 4.1427 -6.7415
C: 3.2424 5.2230 -6.4835
O: 2.1625 4.5661 -5.8109
H: 3.0836 2.8002 -7.9735
H: 3.9041 2.0116 -6.5848
H: 4.9172 4.3601 -7.5903
H: 4.8983 4.0117 -5.8572
H: 2.8602 5.6635 -7.4093
H: 3.6388 6.0193 -5.8509
O: -3.7206 4.7553 6.0377
C: -4.1014 5.8061 6.4887
C: -4.4350 6.0743 7.9309
C: -5.2067 7.3735 7.8419
C: -4.6093 8.0237 6.6161
O: -4.2488 6.9400 5.7524
H: -3.5069 6.1893 8.4960
H: -5.0437 5.2726 8.3487
H: -5.1301 7.9918 8.7379
H: -6.2663 7.1598 7.6693
H: -3.7082 8.5994 6.8479
H: -5.3237 8.6749 6.1094
O: -1.8393 7.1142 1.4684
C: -1.0051 7.9028 1.1044
C: 0.1934 7.5824 0.2535
C: 1.0581 8.8096 0.4476
C: 0.0355 9.8911 0.7066
O: -1.0452 9.2351 1.3791
H: -0.1269 7.4694 -0.7850
H: 0.6932 6.6788 0.6032
H: 1.7089 9.0267 -0.4012
H: 1.6900 8.6771 1.3316
H: -0.3464 10.3327 -0.2189
H: 0.4330 10.6864 1.3396
O: 8.2788 -7.1036 5.5262
C: 7.6955 -6.9564 6.5701
C: 8.2195 -6.2212 7.7731
C: 7.2797 -6.6873 8.8647
C: 6.0068 -6.9678 8.1009
O: 6.4333 -7.4065 6.8057
H: 8.1379 -5.1459 7.5969
H: 9.2516 -6.4999 7.9846
H: 7.1479 -5.9623 9.6696
H: 7.6601 -7.6145 9.3050
H: 5.3886 -6.0734 7.9801
H: 5.4094 -7.7487 8.5748
O: -1.7979 -3.6722 -9.6627
C: -2.3756 -3.5172 -8.6173
C: -1.8463 -2.7704 -7.4223
C: -2.7805 -3.2297 -6.3240
C: -4.0542 -3.5192 -7.0744
O: -3.6371 -3.9685 -8.3691
H: -1.9310 -1.6967 -7.6066
H: -0.8125 -3.0448 -7.2131
H: -2.9097 -2.4980 -5.5249
H: -2.3960 -4.1524 -5.8779
H: -4.6753 -2.6263 -7.1985
H: -4.6453 -4.2968 -6.5872


[3]
A molecular structure, C56H94BCl2N11O5Si2 at a distorted geometry. Source: the Open Molecules 2025 dataset; level of theory: the ωB97M-V functional and the def2-TZVPD basis.

Properties
largest force on an atom: 1.6 eV/A
M: 1139.33 g mol⁻¹
LUMO: 0.5 eV
DFT total energy: -4693.0457 hartree
HOMO: -9.11 eV
ΔE to the lowest compared entry with this formula, charge and spin: 0.481 eV

Element x y z (Å)
C: -1.6133 -0.8831 -4.1688
O: -1.6623 -1.5459 -2.8901
B: -2.8197 -2.3169 -2.8722
O: -4.0734 -1.7139 -2.8542
Si: -2.7708 -4.3186 -2.8984
C: -3.7458 -4.8989 -4.4273
C: -5.2295 -4.5901 -4.2088
O: -5.8130 -3.6678 -4.7257
O: -1.1988 -4.8963 -2.8160
Si: -0.9634 -6.5428 -2.9119
C: -2.1895 -7.5502 -1.8843
C: -1.9815 -7.1801 -0.4224
O: -1.4149 -6.1358 -0.1525
N: -2.4501 -8.0477 0.6293
C: -3.8045 -7.5347 1.0312
C: -1.5713 -7.8409 1.7972
C: -1.0414 -7.0149 -4.7596
Cl: -2.0186 -8.4275 -5.1826
C: -0.3792 -6.3534 -5.7017
C: -0.3778 -6.6999 -7.1722
Cl: 0.6332 -4.9790 -5.3109
C: 0.7649 -7.0466 -2.3561
C: 1.7838 -6.1558 -2.0941
C: 3.0129 -6.6709 -1.7349
C: 3.2364 -8.0150 -1.6456
C: 2.2135 -8.9108 -1.8888
C: 0.9853 -8.4096 -2.2468
H: -2.4938 -1.0829 -4.7942
H: -1.5433 0.1991 -4.0208
H: -0.7407 -1.2289 -4.7341
H: -4.0707 -1.0720 -2.1236
H: -3.5160 -4.8032 -1.7106
H: -3.4536 -4.3109 -5.3054
H: -3.7014 -5.9802 -4.6121
H: -5.7566 -5.3261 -3.5530
H: -1.9507 -8.6181 -1.9870
H: -3.2414 -7.4480 -2.1822
H: -3.8287 -6.4502 0.8488
H: -4.5490 -8.0318 0.4030
H: -3.9437 -7.7431 2.0904
H: -1.7351 -6.8636 2.2704
H: -0.5232 -7.9717 1.5169
H: -1.7777 -8.5883 2.5715
H: 0.6206 -7.0342 -7.4751
H: -0.6035 -5.7797 -7.7244
H: -1.1256 -7.4516 -7.4179
H: 1.6055 -5.0902 -2.1893
H: 3.8339 -5.9816 -1.5534
H: 4.2207 -8.3934 -1.3872
H: 2.3604 -9.9838 -1.8198
H: 0.1841 -9.1160 -2.4606
C: -0.1509 -3.4962 3.4377
C: -1.5444 -3.5539 4.0487
C: -1.5800 -4.1860 5.4443
C: -1.2144 -5.6014 5.4226
N: -0.9532 -6.7185 5.3932
H: 0.2610 -4.4947 3.2793
H: -0.1880 -2.9955 2.4694
H: 0.5339 -2.9386 4.0816
H: -2.2093 -4.1012 3.3770
H: -1.9338 -2.5365 4.1227
H: -2.5892 -4.0940 5.8501
H: -0.9171 -3.6454 6.1228
C: -1.2278 4.0876 -1.6457
C: -2.4123 3.7021 -2.5254
C: -3.6101 3.1827 -1.7237
C: -3.3169 1.9256 -1.0396
N: -3.0861 0.9414 -0.4941
H: -0.8331 3.2243 -1.1066
H: -0.4204 4.4939 -2.2552
H: -1.5128 4.8469 -0.9155
H: -2.0945 2.9521 -3.2535
H: -2.7315 4.5793 -3.0913
H: -4.4528 3.0265 -2.4010
H: -3.9228 3.9306 -1.0008
C: 1.4053 -0.1306 0.6029
C: 2.8334 -0.1791 1.1376
C: 2.9268 -0.7638 2.5494
C: 2.2611 0.0759 3.5436
N: 1.7376 0.7372 4.3227
H: 0.7750 0.5267 1.2055
H: 1.3983 0.2498 -0.4185
H: 0.9531 -1.1251 0.5943
H: 3.2616 0.8223 1.1192
H: 3.4374 -0.7938 0.4679
H: 3.9786 -0.8673 2.8234
H: 2.4952 -1.7673 2.5657
C: 0.3213 -10.6634 -6.5930
C: 1.4785 -11.4228 -7.2286
C: 2.8158 -10.6928 -7.0763
C: 2.8342 -9.4227 -7.8006
N: 2.8484 -8.4242 -8.3664
H: 0.1673 -9.7004 -7.0822
H: -0.6046 -11.2322 -6.6827
H: 0.5038 -10.4832 -5.5315
H: 1.2638 -11.5968 -8.2849
H: 1.5620 -12.4040 -6.7567
H: 3.6194 -11.3261 -7.4570
H: 3.0285 -10.5148 -6.0202
C: 2.6469 4.4163 2.6199
C: 4.0951 4.7465 2.9621
C: 5.0294 4.6906 1.7487
C: 5.1494 3.3414 1.1994
N: 5.2309 2.2814 0.7654
H: 2.5452 3.3919 2.2546
H: 2.0200 4.5149 3.5059
H: 2.2595 5.0933 1.8555
H: 4.4479 4.0640 3.7375
H: 4.1353 5.7515 3.3838
H: 6.0225 5.0372 2.0442
H: 4.6767 5.3715 0.9714
C: -8.4429 3.6019 1.5741
C: -7.4072 2.6818 0.9376
C: -5.9700 3.1788 1.1184
C: -5.7270 4.4403 0.4200
N: -5.5359 5.4317 -0.1263
H: -8.4415 4.5881 1.1067
H: -9.4424 3.1822 1.4585
H: -8.2517 3.7280 2.6416
H: -7.6311 2.5638 -0.1246
H: -7.4889 1.6921 1.3908
H: -5.2778 2.4264 0.7341
H: -5.7446 3.2999 2.1797
C: -2.5319 7.9858 -0.8060
C: -1.8109 9.2918 -0.5045
C: -0.3680 9.3144 -1.0219
C: 0.4834 8.3352 -0.3470
N: 1.1516 7.5653 0.1806
H: -2.0546 7.1421 -0.3033
H: -3.5640 8.0363 -0.4609
H: -2.5440 7.7845 -1.8802
H: -1.8268 9.4728 0.5714
H: -2.3598 10.1113 -0.9713
H: 0.0546 10.3096 -0.8670
H: -0.3535 9.1307 -2.0982
C: -1.6962 13.2782 1.0613
C: -3.0974 13.7798 1.3925
C: -3.9152 12.7756 2.2095
C: -4.1957 11.5522 1.4604
N: -4.4130 10.5897 0.8746
H: -1.7309 12.3859 0.4326
H: -1.1390 14.0433 0.5202
H: -1.1410 13.0363 1.9697
H: -3.6230 14.0254 0.4676
H: -3.0141 14.7053 1.9655
H: -4.8626 13.2332 2.5002
H: -3.3891 12.5268 3.1332
C: 1.4970 3.0597 7.8688
C: 2.7170 2.4029 7.2344
C: 4.0106 3.1902 7.4665
C: 3.9918 4.4961 6.8096
N: 3.9768 5.5222 6.2953
H: 1.2959 4.0378 7.4280
H: 0.6140 2.4395 7.7152
H: 1.6352 3.1904 8.9447
H: 2.5431 2.2732 6.1659
H: 2.8403 1.4043 7.6582
H: 4.8550 2.6164 7.0792
H: 4.1842 3.3227 8.5365
C: 8.9667 3.1247 1.9200
C: 9.3696 4.5506 2.2802
C: 10.7826 4.9124 1.8141
C: 11.8104 4.1259 2.4947
N: 12.6170 3.5083 3.0282
H: 9.6061 2.3926 2.4161
H: 7.9396 2.9328 2.2316
H: 9.0279 2.9602 0.8427
H: 9.2853 4.6897 3.3600
H: 8.6649 5.2439 1.8149
H: 10.9666 5.9706 2.0092
H: 10.8686 4.7713 0.7350